The following is a DFT calculation (ωB97M-V/def2-TZVPD) of C28H46BrCl16FIN2O3S as an isolated structure.

Each line ends with the Mulliken charge.
CARTESIAN COORDINATES (ANGSTROEM)
I (-2.13, 1.46, 0.14)  0.420
Br (0.88, 2.68, 0.91)  -0.116
Cl (-2.94, 0.27, -4.51)  -0.188
Cl (2.86, -5.45, -5.72)  -0.175
Cl (-2.51, 5.40, 1.58)  -0.164
Cl (0.10, -4.08, -4.32)  -0.066
Cl (-4.95, 3.07, 1.14)  -0.166
Cl (-8.44, 3.75, 3.21)  -0.204
Cl (-7.13, 6.53, -0.31)  -0.157
Cl (-6.42, 1.08, 3.89)  -0.167
Cl (8.08, 0.69, 1.12)  -0.187
Cl (0.16, -0.73, -3.74)  0.069
Cl (2.28, -1.04, 2.93)  -0.021
Cl (-5.64, -3.37, 3.05)  -0.169
Cl (5.17, 0.18, 4.33)  -0.226
Cl (-2.35, -2.69, 2.54)  -0.138
Cl (8.70, 3.85, 2.25)  -0.187
Cl (-4.36, 5.32, -1.85)  -0.133
S (-1.98, -1.59, -0.94)  -0.102
F (4.97, -0.01, -1.61)  -0.411
O (3.01, -1.87, -0.70)  -0.591
O (3.61, 1.99, 0.29)  -0.502
O (4.36, -0.10, 0.60)  0.527
N (-0.42, -0.90, -0.57)  0.351
N (1.11, -4.35, 0.67)  -0.508
C (-0.37, 0.38, -0.10)  -0.290
C (0.87, 0.95, 0.20)  -0.065
C (5.91, -2.09, 1.20)  -0.467
C (-0.36, -0.07, -5.32)  -0.580
C (1.45, -4.09, -0.52)  0.201
C (0.69, -1.67, -0.74)  0.216
C (5.46, -0.13, -0.32)  0.342
C (-3.13, -4.30, 2.51)  -0.522
C (1.92, -1.10, -0.46)  0.328
C (0.81, -3.67, -5.91)  -0.420
C (-6.52, 7.00, -1.92)  -0.534
C (2.42, 0.05, 4.34)  -0.710
C (6.24, -1.43, -0.14)  -0.881
C (0.59, -3.07, -1.25)  -0.180
C (3.58, 1.00, 4.22)  -0.198
C (1.41, -4.88, -6.58)  -0.522
C (2.04, 0.21, 0.00)  0.902
C (-4.79, 4.21, 2.51)  -0.199
C (-4.22, 5.53, 2.07)  -0.201
C (-8.65, 2.06, 2.65)  -0.422
C (2.62, -4.71, -1.25)  -1.386
C (3.40, 0.81, 0.29)  -0.346
C (-4.53, -4.24, 1.96)  -0.360
C (7.97, 1.27, 2.80)  0.073
C (7.49, 2.70, 2.88)  -0.319
C (-8.19, 1.06, 3.68)  -0.443
C (-1.42, 0.98, -5.13)  -0.498
C (-5.88, 5.83, -2.63)  -0.460
H (1.72, -4.62, -7.59)  0.351
H (-4.26, 6.23, 2.91)  0.377
H (-4.17, 3.73, 3.27)  0.333
H (-8.64, 1.24, 4.65)  0.319
H (8.95, 1.15, 3.27)  0.486
H (3.04, -4.04, -1.99)  0.273
H (-8.46, 0.06, 3.35)  0.289
H (-7.37, 7.35, -2.49)  0.353
H (3.55, 1.53, 3.27)  0.006
H (-1.65, 1.46, -6.08)  0.395
H (-5.82, 7.81, -1.79)  0.322
H (-2.51, -4.93, 1.88)  0.238
H (1.75, -5.04, 1.07)  0.297
H (6.01, -2.11, -0.96)  0.314
H (0.84, -3.03, -2.32)  -0.530
H (6.06, -1.41, 2.03)  -0.171
H (4.89, -2.48, 1.23)  0.168
H (6.57, 2.84, 2.31)  0.161
H (3.55, 1.72, 5.03)  0.502
H (1.55, -2.89, -5.76)  0.306
H (6.08, 0.75, -0.17)  0.266
H (-5.64, 6.12, -3.65)  0.326
H (-5.79, 4.34, 2.92)  0.030
H (7.31, -1.23, -0.17)  0.480
H (-6.55, 4.97, -2.66)  0.303
H (-9.71, 1.93, 2.47)  0.371
H (-2.18, -0.99, -2.13)  0.059
H (7.24, 0.64, 3.30)  -0.378
H (-4.77, 5.95, 1.24)  -0.036
H (3.34, -2.20, 0.15)  -0.152
H (-3.11, -4.69, 3.52)  0.398
H (-8.11, 1.95, 1.72)  0.252
H (6.56, -2.96, 1.33)  0.426
H (2.51, -0.57, 5.23)  0.408
H (-0.72, -0.89, -5.92)  0.229
H (0.00, -3.27, -6.53)  0.296
H (3.40, -4.94, -0.53)  0.423
H (7.31, 2.96, 3.92)  0.352
H (0.52, 0.37, -5.79)  0.341
H (-4.56, -3.74, 0.99)  0.226
H (1.50, 0.61, 4.40)  0.306
H (0.70, -5.70, -6.63)  0.342
H (2.33, -5.64, -1.73)  0.386
H (-4.92, -5.25, 1.84)  0.331
H (-0.43, -3.41, -1.19)  1.061
H (-1.11, 1.75, -4.42)  0.318

Properties
* highest occupied orbital energy: -11.51 eV
* charge: +1